Molecular formula: C46H62F16O29
Method: DFT, wB97M-V/def2-TZVPD

Geometry (Å):
H 2.180 7.716 -0.904
H 3.141 -6.207 -2.723
C -3.140 2.554 0.494
C 4.892 0.072 4.475
O 6.698 -6.440 -2.367
O -3.418 0.839 -3.440
H -3.660 1.938 -0.249
O -7.836 2.119 4.617
H 5.875 -1.090 -3.315
O -0.751 5.025 -2.365
H 0.975 1.260 0.583
O -7.329 0.984 -1.556
C -0.621 1.225 5.513
C -8.231 2.018 -1.916
H 6.289 2.894 -3.147
C 7.266 -3.493 -4.045
O -5.754 0.638 -0.005
H 8.042 -2.891 -3.574
F -0.403 -0.440 -1.871
C 1.233 5.952 -1.653
H 0.457 -3.630 0.547
F 0.650 -6.124 -4.800
F 2.150 -9.294 -2.922
H 6.503 4.808 -1.295
H -3.483 -0.521 -1.752
C 5.957 4.140 -0.637
O -8.023 0.391 6.069
H -1.200 0.613 7.514
C 6.108 2.625 -0.976
H 0.737 7.304 0.109
F 0.940 -10.005 -0.324
H -9.277 2.830 -0.252
C 0.120 4.988 -1.255
C 1.798 -0.644 -1.127
C 0.574 0.282 -1.256
H 5.175 2.208 1.729
H -5.035 1.340 3.375
H -4.526 -1.792 -4.172
C 2.327 -6.621 -3.342
F 3.041 -8.294 -1.225
C -1.963 -5.019 -0.541
H 3.968 2.041 4.027
C -5.545 1.839 4.196
C -0.417 6.013 -3.224
C -3.898 -0.317 -2.744
C -0.516 1.313 7.034
C 0.542 1.863 4.795
C 5.656 -1.975 -2.717
C 5.884 -3.309 -3.410
H -4.950 -0.113 -2.538
H 6.228 -1.909 -1.793
C 1.023 -4.440 -3.134
H -3.340 -2.171 1.642
C 4.792 1.409 3.701
C 0.727 -8.842 -0.952
H 7.233 -3.377 -5.124
C 0.116 0.772 0.125
F 1.910 -3.877 -2.261
C 6.572 -5.347 -2.809
H -5.989 4.561 3.189
C -8.260 2.879 -0.644
H -3.510 -3.037 -2.343
H -2.728 -3.429 -3.749
H 2.168 5.497 -1.984
O -7.256 2.329 0.181
H 6.844 1.346 -2.566
H 2.201 -0.890 -2.116
C -2.845 -2.573 -3.079
C -7.881 4.324 -0.959
C -0.479 -4.073 0.886
F -1.400 1.928 2.069
C -6.808 2.621 3.782
H 3.922 0.997 1.772
F -2.420 0.352 1.009
H 2.892 -7.239 -4.042
C -2.546 -2.888 1.845
H -1.591 1.558 5.142
O 0.707 6.641 -2.768
H 1.450 2.013 5.384
H -4.809 2.485 4.683
H 2.256 6.396 0.140
C 1.632 -5.470 -4.098
O 2.727 2.961 -0.613
H -8.549 4.684 -1.749
C 6.612 1.284 5.231
O -0.900 6.237 -4.281
H -1.919 -2.637 2.705
C -1.992 1.631 0.883
H -0.932 2.256 7.402
O 5.872 0.220 5.468
O -0.799 -5.218 0.116
C -1.638 -3.089 0.637
O -2.509 -5.816 -1.233
F 0.406 -3.408 -3.784
H 0.518 3.983 -1.114
C 0.194 -0.205 3.966
O -2.640 -0.856 -4.628
O 0.785 0.970 3.705
H -9.156 1.593 -2.306
C -2.615 0.474 -4.484
O 7.624 1.630 5.746
C 6.802 2.410 -2.314
H -7.042 2.334 2.752
C -6.724 4.136 3.871
C -7.365 1.074 5.337
H -6.894 4.496 -1.386
H 0.527 -7.999 -0.286
C 1.544 6.920 -0.509
H -1.269 -2.172 0.181
O 4.535 4.284 -0.653
H 0.228 -4.865 -2.514
H 6.628 2.118 -0.162
O -0.476 -0.151 5.111
C 3.898 3.117 -0.771
F 0.914 1.388 -1.942
H 0.497 1.237 7.420
F 2.797 -0.103 -0.382
H 5.601 0.530 1.861
O -2.455 -3.788 -0.322
H -7.689 4.622 3.750
O 0.290 -1.183 3.273
F 1.380 -1.767 -0.476
H -1.878 -2.368 -2.630
O -6.088 0.837 5.059
O 1.488 -7.204 -2.379
H -0.340 -4.351 1.931
O 6.020 1.988 4.221
H 6.286 4.306 0.390
H -8.065 4.922 -0.067
H 5.169 -3.513 -4.213
H 4.585 -1.906 -2.518
H 7.853 2.687 -2.403
H -0.448 5.259 -0.363
F -0.468 -8.907 -1.598
H -6.342 4.338 4.878
F -4.057 2.679 1.476
H -0.206 -0.074 0.734
O -1.004 1.609 -0.111
O 7.497 -4.869 -3.692
O -1.978 1.231 -5.141
H 5.093 -0.771 3.812
O 4.792 2.127 -0.953
C 1.892 -8.462 -1.898
H -3.052 -3.790 2.199
H -7.812 2.520 -2.795
H 3.919 -0.193 4.894
C -6.702 1.229 -0.408
F 2.447 -4.901 -5.008
H 0.311 2.864 4.428
F -2.726 3.754 0.092
C -3.598 -1.429 -3.727
O 5.695 -4.376 -2.505
C 4.884 1.273 2.211

* gap between HOMO and LUMO: 10.462 eV
* E: -5569.962706 hartree
* strongest force on any atom: 3.34 eV Å⁻¹
* SMILES string: FC(F)C(F)(F)COC(F)(F)C(F)F.FC(F)C(F)(F)COC(F)(F)C(F)F.C[C@H]1COC(=O)O1.C[C@H]1COC(=O)O1.C[C@H]1COC(=O)O1.C[C@H]1COC(=O)O1.C[C@H]1COC(=O)O1.C[C@H]1COC(=O)O1.C[C@H]1COC(=O)O1.C[C@H]1COC(=O)O1.C[C@H]1COC(=O)O1
* total charge: 0